Entry a
Below is the molecule C2H2N2O3S, with properties calculated with ωB97M-V with the def2-TZVPD basis set.

Structure (XYZ):
```
10
Properties=species:S:1:pos:R:3
O -2.5165 0.4586 1.2217
O -0.6915 0.4602 3.5255
N 0.7105 0.2973 0.0980
C -0.4564 0.9321 2.4562
N -0.5998 0.0946 0.1481
H 1.1667 -0.3500 0.7820
H -1.1564 -0.2841 -0.5761
S 1.2010 1.9057 0.5628
O 0.5531 1.7463 2.2924
C -1.3026 0.5133 1.3046
```

Results
Total charge = 0
Lowest unoccupied orbital energy = -0.81 eV
Spin multiplicity = 1
Kohn-Sham gap = 9.722 eV

=====

Entry b
Below is the molecule C2H2N2O3S, with properties calculated with ωB97M-V with the def2-TZVPD basis set.

Structure (XYZ):
```
10
Properties=species:S:1:pos:R:3
N -1.2600 -0.9064 -0.1234
C 0.5390 0.4213 -0.0856
S 2.0806 0.8716 -0.2919
O -2.2420 -0.0292 1.7988
H 1.0546 -1.6630 -1.2297
O -0.2223 0.6890 1.0164
O 0.3794 -1.2232 -1.7565
C -1.3722 -0.0947 0.9948
N -0.2435 -0.3331 -0.9321
H -2.1416 -1.0588 -0.6352
```

Results
Total charge = 0
Lowest unoccupied orbital energy = -0.13 eV
Spin multiplicity = 1
Kohn-Sham gap = 9.576 eV

=====

Which of them is most stable, and which least? Most stable: entry b; least stable: entry a.